8 unconnected molecules or ions with the total composition C54H119N5O8, computed with the ωB97M-V functional and the def2-TZVPD basis.

```
186
Properties=species:S:1:pos:R:3:forces:R:3:mulliken_charge:R:1
C -1.932 -3.316 3.700 0.38 -0.02 1.12 -1.872
C -0.896 -2.644 4.711 -0.23 0.09 -0.77 1.616
C -1.552 -2.475 6.145 -0.27 -0.80 -1.63 -1.143
C -0.554 -2.196 7.234 -0.61 0.08 0.39 -0.591
C 0.506 -3.273 7.335 -0.58 0.35 -0.62 -1.178
C 1.226 -3.454 6.003 0.20 -0.39 -0.15 1.584
N 0.235 -3.579 4.880 -0.22 -1.33 1.81 0.402
O 0.909 -3.993 3.717 0.14 1.04 -0.42 -0.418
C 2.202 -2.314 5.775 0.38 0.95 -0.66 -1.874
C 2.113 -4.719 6.160 0.40 0.15 -0.76 -1.893
C -0.483 -1.268 4.133 0.72 0.03 0.26 -1.821
H -2.310 -4.199 4.216 -0.28 -0.04 -0.02 0.432
H -1.574 -3.675 2.735 0.75 0.26 0.15 0.361
H -2.757 -2.655 3.435 -0.05 0.17 0.43 0.415
H -2.301 -1.688 6.058 0.05 0.19 0.04 0.366
H -2.112 -3.383 6.368 0.04 -0.24 -0.03 0.402
H -1.057 -2.210 8.201 -0.28 0.42 0.02 0.380
H -0.219 -1.178 7.037 0.72 -0.06 0.40 0.312
H 0.045 -4.229 7.586 -0.34 -0.06 -0.03 0.401
H 1.158 -3.059 8.182 0.48 0.10 -0.33 0.430
H 1.768 -1.316 5.699 -0.42 0.00 0.83 0.271
H 2.981 -2.336 6.537 0.04 0.18 -0.02 0.377
H 2.664 -2.318 4.788 0.29 -0.84 -0.08 0.450
H 2.622 -4.683 7.123 0.06 0.24 0.02 0.415
H 1.695 -5.724 6.102 -0.75 0.26 -0.10 0.406
H 2.868 -4.669 5.375 0.18 -0.18 0.07 0.402
H -0.073 -0.584 4.875 -0.25 -0.03 0.37 0.281
H -1.286 -0.730 3.628 -0.06 -0.23 -0.07 0.464
H 0.371 -1.402 3.469 -0.25 -0.14 -0.47 0.334
H 0.588 -4.873 3.507 -0.23 -0.16 0.18 0.284
C -0.388 4.664 3.360 0.09 -0.01 2.38 -2.043
C -0.717 5.148 1.958 1.51 -1.29 0.95 2.070
C -2.065 4.607 1.539 -1.48 -0.27 -0.18 -1.255
C -3.288 5.374 2.012 0.49 0.72 -0.78 -0.671
C -3.246 6.844 1.582 1.02 -0.18 0.08 -1.049
C -1.885 7.491 2.067 -0.02 0.19 1.46 1.249
N -0.684 6.597 1.776 -1.38 0.56 -1.76 0.374
O 0.565 7.237 2.031 -0.80 -0.48 1.00 -0.493
C -1.711 8.851 1.357 0.67 -0.70 0.51 -1.854
C -2.001 7.768 3.611 0.64 0.02 -0.11 -1.658
C 0.357 4.410 1.101 0.11 1.09 -1.07 -1.700
H 0.243 5.304 3.977 0.03 0.72 -0.43 0.393
H 0.189 3.743 3.436 -0.32 -0.27 -0.55 0.440
H -1.253 4.499 4.003 -0.37 0.08 -0.09 0.310
H -2.136 4.486 0.459 0.16 0.28 -0.18 0.413
H -2.305 3.619 1.933 1.02 -0.41 0.08 0.290
H -3.324 5.353 3.101 -0.15 -0.03 0.09 0.251
H -4.165 4.850 1.632 -0.17 0.15 0.07 0.422
H -4.177 7.265 1.962 0.46 0.82 0.63 0.359
H -3.299 7.122 0.530 0.03 -1.00 -0.45 0.412
H -1.528 8.722 0.290 -0.79 -0.04 -0.19 0.450
H -2.581 9.432 1.663 0.01 0.25 -0.64 0.403
H -0.807 9.378 1.660 -0.08 -0.06 0.55 0.383
H -2.171 6.879 4.219 0.01 -0.21 -0.25 0.329
H -1.067 8.202 3.968 0.19 -0.05 -0.05 0.388
H -2.768 8.481 3.911 -0.26 0.06 -0.48 0.424
H 1.235 5.040 0.959 -0.10 0.31 -0.26 0.341
H -0.124 4.210 0.144 0.54 -0.10 -0.29 0.339
H 0.830 3.506 1.485 -0.80 -0.14 0.30 0.351
H 1.052 7.238 1.204 -0.27 -0.05 -0.33 0.333
C 2.130 1.356 -7.005 -0.41 0.47 0.71 -1.966
C 1.918 2.835 -7.433 0.16 -0.33 -0.35 1.391
C 1.376 2.775 -8.932 2.04 0.91 1.20 -1.109
C 0.684 4.077 -9.357 -0.88 -1.83 0.06 -0.773
C -0.496 4.357 -8.410 1.91 1.21 -0.95 -1.131
C -0.006 4.490 -6.966 -1.33 0.79 0.63 1.316
N 0.880 3.358 -6.555 -2.57 0.63 -1.09 0.501
O 1.235 3.541 -5.226 1.48 0.55 0.62 -0.520
C 0.558 5.950 -6.800 0.06 -1.12 0.54 -1.762
C -1.352 4.404 -6.182 0.20 -1.11 -0.78 -1.881
C 3.255 3.649 -7.385 0.35 -0.38 -0.11 -1.651
H 2.363 1.340 -5.941 0.59 -0.07 -0.03 0.441
H 2.838 0.766 -7.587 0.22 0.35 0.00 0.359
H 1.171 0.838 -7.031 -0.16 0.10 -0.37 0.453
H 2.342 2.685 -9.429 0.01 0.10 -0.56 0.487
H 0.921 1.814 -9.170 -0.82 0.35 0.32 0.381
H 0.256 3.879 -10.340 0.20 0.43 -0.30 0.376
H 1.383 4.912 -9.403 -0.01 -0.11 -0.01 0.311
H -1.346 3.713 -8.635 0.15 -0.24 0.46 0.408
H -0.751 5.389 -8.653 -0.78 -0.06 -0.12 0.445
H -0.218 6.712 -6.736 -0.37 -0.23 -0.75 0.441
H 0.985 6.074 -5.805 0.79 -0.32 -0.21 0.399
H 1.239 6.117 -7.635 0.24 0.52 0.42 0.318
H -1.684 3.409 -6.477 -0.07 -0.57 1.01 0.500
H -1.340 4.583 -5.107 0.08 -0.07 -0.11 0.373
H -2.158 4.947 -6.676 0.36 0.91 0.19 0.410
H 3.261 4.663 -7.782 -0.69 0.04 -0.20 0.332
H 4.011 3.128 -7.973 -0.01 -0.22 -0.13 0.475
H 3.718 3.764 -6.405 -0.48 -0.31 0.33 0.348
H 0.623 3.077 -4.651 -0.31 -0.40 -0.40 0.325
C 5.985 3.807 3.562 -1.57 0.21 -0.99 -1.928
C 6.435 2.277 3.596 -0.53 3.61 -0.02 1.795
C 7.817 2.357 2.943 0.26 -0.58 0.00 -1.201
C 8.929 2.906 3.782 -0.03 0.89 0.82 -0.856
C 8.895 2.374 5.200 0.53 -0.96 -0.53 -1.198
C 7.530 2.314 5.922 0.91 0.06 0.31 1.166
N 6.480 1.840 4.965 3.02 -0.99 1.13 0.524
O 5.256 1.606 5.584 -0.53 0.45 -0.23 -0.477
C 7.747 1.285 7.078 -1.20 -0.05 -0.51 -1.920
C 7.235 3.689 6.591 -1.22 -0.14 -0.49 -1.486
C 5.633 1.275 2.769 -0.28 0.26 0.31 -1.887
H 6.687 4.608 3.792 0.62 -0.69 0.62 0.341
H 5.076 4.044 4.115 0.02 -0.42 0.51 0.369
H 5.700 4.170 2.574 -0.09 -0.62 -0.64 0.478
H 8.038 1.366 2.547 0.35 -0.01 -0.13 0.468
H 7.846 3.123 2.169 -0.90 -0.70 -0.78 0.324
H 8.819 3.990 3.742 0.19 0.21 0.27 0.381
H 9.855 2.676 3.256 0.24 0.02 0.32 0.363
H 9.646 2.782 5.877 -0.15 0.59 -0.04 0.494
H 9.298 1.374 5.037 -0.43 -0.63 0.40 0.415
H 8.509 1.593 7.794 0.03 0.18 -0.20 0.389
H 6.804 1.159 7.610 -0.02 0.17 0.23 0.414
H 7.979 0.287 6.705 0.26 0.08 -0.25 0.423
H 6.256 3.607 7.063 -0.12 -0.04 0.19 0.383
H 7.918 4.035 7.366 0.34 -0.40 -0.19 0.397
H 7.096 4.485 5.860 0.33 -0.03 -0.04 0.285
H 5.885 1.409 1.717 0.12 -0.39 0.05 0.410
H 4.545 1.250 2.823 -0.03 0.54 0.37 0.336
H 5.969 0.340 3.217 0.14 -0.44 -0.75 0.461
H 5.115 0.678 5.384 -0.28 -0.20 0.26 0.336
C -4.974 -2.639 -2.708 -0.18 1.05 0.60 -1.529
C -5.923 -1.421 -2.258 1.27 0.11 -1.63 1.578
C -5.602 -0.117 -3.122 -1.94 -0.81 -2.63 -1.087
C -6.443 -0.044 -4.509 1.08 -0.35 1.06 -0.677
C -7.876 -0.314 -4.304 -0.34 -2.57 2.06 -1.064
C -8.089 -1.838 -3.686 1.06 1.15 -1.42 1.268
N -7.321 -1.793 -2.375 -2.57 0.86 -1.04 0.135
O -7.782 -2.800 -1.471 0.88 0.57 -0.64 -0.432
C -9.585 -1.892 -3.489 -0.42 0.25 1.94 -1.801
C -7.753 -3.016 -4.684 0.10 1.17 0.73 -1.806
C -5.678 -0.967 -0.849 0.01 -0.38 1.83 -2.004
H -4.591 -3.149 -1.824 -0.17 -0.27 0.00 0.434
H -4.088 -2.293 -3.239 -0.03 0.18 -0.02 0.304
H -5.483 -3.336 -3.374 -0.08 0.01 0.22 0.305
H -5.831 0.799 -2.577 0.17 -0.18 0.16 0.384
H -4.608 -0.099 -3.569 0.41 -0.10 1.03 0.298
H -6.058 -0.826 -5.163 0.40 0.31 -0.38 0.303
H -6.363 0.950 -4.948 0.60 -0.05 -0.14 0.399
H -8.520 -0.134 -5.164 0.00 -0.07 0.10 0.445
H -8.141 0.257 -3.414 -0.73 0.42 -0.32 0.455
H -9.779 -1.073 -2.796 -0.49 0.26 -0.13 0.439
H -10.191 -1.776 -4.388 0.41 0.08 -0.13 0.399
H -9.962 -2.750 -2.934 0.28 -0.38 -0.24 0.369
H -7.964 -3.948 -4.161 0.12 -0.16 -0.13 0.403
H -8.437 -2.922 -5.527 0.01 -0.12 -0.02 0.450
H -6.734 -3.006 -5.072 0.00 -0.06 0.09 0.364
H -6.222 -0.059 -0.587 -0.14 0.06 -0.39 0.478
H -4.643 -0.784 -0.560 0.26 -0.04 -0.56 0.420
H -6.031 -1.695 -0.118 -0.04 -0.27 -0.09 0.410
H -7.225 -3.552 -1.684 0.07 -0.68 0.09 0.360
C -0.836 -9.456 -4.498 0.74 -0.83 -0.12 -1.168
C -0.479 -8.054 -4.181 0.45 0.94 -0.04 0.617
C 0.312 -7.376 -5.271 0.66 -0.61 -0.68 -1.481
O -1.659 -7.336 -4.029 -1.42 1.15 0.72 -0.568
H -0.948 -10.024 -3.574 -0.39 -0.15 -0.20 0.294
H 0.006 -9.875 -5.049 -0.21 -0.50 -0.17 0.313
H -1.748 -9.423 -5.095 0.10 -0.45 -0.01 0.280
H 0.042 -7.998 -3.225 0.19 0.09 0.04 0.224
H -0.162 -7.522 -6.242 -0.54 0.02 -0.09 0.403
H 1.253 -7.902 -5.434 0.41 0.41 0.29 0.379
H 0.423 -6.300 -5.136 0.27 -0.13 0.27 0.371
H -1.856 -6.945 -4.883 -0.26 0.08 0.02 0.335
C 1.050 -3.474 -1.115 -0.36 0.21 -2.09 -1.377
C 1.448 -2.447 -2.270 0.16 -2.78 3.10 0.660
C 1.390 -1.031 -1.787 -0.91 0.35 -1.29 -1.117
O 2.768 -2.757 -2.579 1.68 0.60 -0.92 -0.580
H -0.036 -3.561 -1.123 -0.19 0.54 1.05 0.348
H 1.601 -3.305 -0.190 -0.52 0.20 0.06 0.357
H 1.278 -4.477 -1.475 0.54 -0.17 -0.04 0.351
H 0.791 -2.656 -3.115 -0.21 0.38 -0.15 0.208
H 2.195 -0.628 -1.173 0.09 -0.61 -0.05 0.335
H 0.431 -0.909 -1.283 0.01 0.32 0.00 0.312
H 1.362 -0.517 -2.748 0.02 0.98 0.31 0.194
H 2.902 -3.686 -2.781 -0.34 -0.03 0.04 0.315
C 0.313 -8.857 3.095 -0.26 -1.14 2.83 -1.347
C -0.336 -9.097 1.794 -1.16 0.72 -1.38 0.770
C -1.653 -9.898 1.665 0.86 -0.71 2.19 -1.421
O -0.615 -7.748 1.397 0.31 0.62 -1.26 -0.533
H 0.445 -9.746 3.713 0.41 -0.55 -0.30 0.395
H -0.350 -8.302 3.758 -0.12 0.50 -0.22 0.272
H 1.273 -8.341 3.072 -0.17 0.02 -0.49 0.322
H 0.402 -9.558 1.137 -0.01 0.24 -0.47 0.131
H -2.433 -9.432 2.267 -0.33 0.59 -0.51 0.422
H -1.535 -10.784 2.288 0.23 -0.58 -0.28 0.364
H -1.984 -10.236 0.682 0.25 0.56 -0.02 0.316
H -1.561 -7.594 1.345 0.00 -0.23 -0.07 0.309
```
Positions in Å, forces in eV/Å.

Properties
E_HOMO: -7.982 eV
LUMO: 0.006 hartree
electronic energy: -3004.12521 Ha
F_max: 4.17 eV/Å
molar mass: 966.573 Da
ΔE to the lowest compared entry with this formula, charge and spin: 5.9036 eV
HOMO-LUMO gap: 8.14 eV